Formula: C48H44F2N3O
Source: the OMol25 dataset
Level of theory: ωB97M-V with the def2-TZVPD basis set

Summary:
Energy relative to the best compared isomer or geometry (same formula, charge and spin) in kcal/mol: 0.0
Net charge: +1
Frontier orbital gap in eV: 3.9561
Calculated total energy in eV: -62434.7502

Cartesian coordinates (Å):
F (-0.646, 5.371, -5.094)
C (-0.816, 4.311, -4.236)
C (-2.091, 3.769, -4.083)
C (-2.235, 2.655, -3.237)
C (-1.143, 2.115, -2.585)
C (0.163, 2.671, -2.733)
C (1.252, 2.026, -2.110)
C (2.619, 2.398, -2.333)
C (3.591, 1.401, -2.633)
C (4.881, 1.755, -3.012)
C (5.285, 3.097, -3.029)
C (4.355, 4.059, -2.641)
F (4.768, 5.369, -2.564)
C (3.037, 3.757, -2.332)
C (0.306, 3.804, -3.596)
H (-2.931, 4.192, -4.628)
H (-3.211, 2.193, -3.092)
H (-1.252, 1.257, -1.929)
H (1.103, 1.025, -1.740)
H (3.277, 0.348, -2.609)
H (5.581, 0.972, -3.307)
H (6.290, 3.391, -3.338)
H (2.342, 4.551, -2.074)
H (1.275, 4.257, -3.784)
C (4.940, -2.826, 0.689)
C (3.454, -2.680, 0.526)
C (2.916, -2.126, -0.638)
C (1.532, -1.932, -0.777)
C (0.926, -1.459, -2.061)
C (0.725, -2.233, 0.319)
N (-0.623, -1.754, 0.358)
C (-1.740, -2.373, -0.147)
C (-1.675, -3.423, -1.135)
C (-2.591, -3.268, -2.191)
C (-2.468, -4.065, -3.323)
C (-1.471, -5.054, -3.371)
C (-0.634, -5.281, -2.268)
C (-0.733, -4.475, -1.136)
N (-2.837, -1.777, 0.249)
N (-2.419, -0.705, 1.037)
C (-3.411, -0.231, 1.956)
C (-4.078, -1.174, 2.769)
C (-3.790, -2.640, 2.732)
C (-5.056, -0.716, 3.652)
C (-5.416, 0.633, 3.718)
C (-6.480, 1.079, 4.673)
C (-4.802, 1.535, 2.844)
C (-3.820, 1.119, 1.939)
C (-3.256, 2.086, 0.949)
C (-1.052, -0.679, 1.105)
C (-0.120, 0.474, 1.008)
O (-0.078, 1.123, -0.081)
C (0.890, 0.705, 2.024)
C (1.008, -0.151, 3.207)
C (1.887, 1.705, 1.722)
C (1.543, 2.947, 1.139)
C (2.507, 3.902, 0.848)
C (3.858, 3.606, 1.043)
C (4.238, 2.374, 1.578)
C (3.265, 1.458, 1.976)
C (1.207, -2.923, 1.432)
C (0.286, -3.431, 2.500)
C (2.590, -3.105, 1.537)
H (5.167, -3.326, 1.637)
H (5.367, -3.422, -0.127)
H (5.441, -1.848, 0.687)
H (3.571, -1.846, -1.468)
H (0.178, -0.684, -1.874)
H (1.698, -1.039, -2.720)
H (0.426, -2.274, -2.606)
H (-3.338, -2.476, -2.111)
H (-3.148, -3.910, -4.163)
H (-1.356, -5.665, -4.266)
H (0.108, -6.084, -2.286)
H (-0.095, -4.639, -0.267)
H (-4.506, -3.140, 3.392)
H (-3.929, -3.057, 1.727)
H (-2.782, -2.900, 3.086)
H (-5.555, -1.433, 4.310)
H (-6.279, 2.092, 5.033)
H (-7.476, 1.088, 4.209)
H (-6.524, 0.403, 5.531)
H (-5.104, 2.588, 2.866)
H (-4.012, 2.846, 0.711)
H (-2.371, 2.608, 1.342)
H (-2.967, 1.588, 0.016)
H (1.497, 0.407, 4.022)
H (0.029, -0.496, 3.565)
H (1.624, -1.043, 3.013)
H (0.499, 3.149, 0.909)
H (2.191, 4.872, 0.464)
H (4.620, 4.334, 0.762)
H (5.296, 2.129, 1.689)
H (3.543, 0.504, 2.439)
H (0.850, -4.099, 3.166)
H (-0.121, -2.624, 3.125)
H (-0.552, -4.004, 2.078)
H (2.989, -3.605, 2.423)

Löwdin atomic charge list, values in e, 8 entries:
1. F 0.06
2. C -0.22
3. C 0.05
4. C -0.04
5. C 0.01
6. C -0.15
7. C 0.12
8. C -0.17